No. 1
{
  "formula": "C4H6N2OS",
  "method": "ωB97M-V with the def2-TZVPD basis set",
  "elements": ["H", "N", "C", "N", "C", "C", "C", "O", "S", "H", "H", "H", "H", "H"],
  "coordinates": [[-1.03, -2.64, 0.04], [-0.38, -1.93, -0.12], [-0.74, -0.66, -0.09], [-1.98, -0.10, 0.36], [0.40, 0.48, -0.25], [0.06, 1.68, -0.57], [1.81, 0.37, 0.17], [2.45, 1.36, 0.56], [2.82, -1.08, -0.13], [-1.89, 0.87, 0.63], [-2.98, -0.51, 0.63], [-0.89, 1.65, -0.91], [0.65, 2.56, -0.67], [1.71, -2.04, 0.34]]
}



No. 2
{
  "formula": "C4H6N2OS",
  "method": "ωB97M-V with the def2-TZVPD basis set",
  "elements": ["C", "C", "N", "C", "O", "C", "N", "S", "H", "H", "H", "H", "H", "H"],
  "coordinates": [[2.82, 0.01, -0.04], [1.81, -0.88, -0.07], [0.44, -0.52, 0.04], [-0.05, 0.79, -0.01], [0.60, 1.81, -0.03], [-1.51, 0.85, 0.04], [-2.26, -0.20, 0.01], [-3.91, 0.03, -0.04], [3.80, -0.39, 0.18], [2.74, 1.08, -0.15], [2.00, -1.95, -0.05], [-0.28, -1.23, 0.01], [-1.90, 1.88, 0.05], [-4.29, -1.29, 0.06]]
}



No. 3
{
  "formula": "C4H6N2OS",
  "method": "ωB97M-V with the def2-TZVPD basis set",
  "elements": ["C", "O", "C", "C", "C", "N", "N", "S", "H", "H", "H", "H", "H", "H"],
  "coordinates": [[-1.33, -0.17, -1.75], [-0.70, -0.55, -0.42], [0.37, 0.42, -0.10], [1.05, -0.16, 1.08], [2.55, -0.19, 1.11], [3.70, -0.37, 1.21], [0.55, -0.66, 2.10], [-1.12, -0.39, 2.58], [-2.09, 0.70, -1.55], [-1.79, -1.04, -2.20], [-0.58, 0.05, -2.56], [1.05, 0.43, -0.92], [-0.08, 1.45, 0.04], [-1.59, 0.49, 1.39]]
}



No. 4
{
  "formula": "C4H6N2OS",
  "method": "ωB97M-V with the def2-TZVPD basis set",
  "elements": ["C", "C", "C", "C", "H", "H", "H", "H", "H", "H", "N", "N", "O", "S"],
  "coordinates": [[-2.83, -1.74, -0.60], [-2.09, -0.95, 0.36], [-0.71, -0.48, -0.02], [2.36, 1.90, 0.29], [-3.80, -2.12, -0.32], [-2.28, -1.81, -1.64], [-2.52, -0.61, 1.33], [1.71, -0.28, 0.29], [2.03, 3.08, 0.78], [3.59, 0.43, -0.46], [1.26, 0.94, 0.36], [3.48, 1.70, -0.38], [0.08, -0.92, -0.91], [-0.28, 0.86, 0.93]]
}



Orbital gap for every record listed, in sequence, given in eV: 9.21; 8.61; 9.37; 8.22.
Relative energy (zero: lowest compared OMol25 entry of this formula, charge and spin) for every record listed, in sequence, given in eV: 3.766; 2.427; 4.526; 6.561.
HOMO energy for every record listed, in sequence, given in eV: -9.21; -8.74; -9.45; -8.68.